{"formula": "C4H8FN", "method": "ωB97M-V/def2-TZVPD", "smiles": "CN1CC(F)C1", "e_above_lowest_kj_mol": 94.0, "max_force_ev_per_a": 1.06, "e_lumo_ev": 1.1, "energy_ha": -311.783567, "symbols": ["C", "N", "C", "C", "F", "C", "H", "H", "H", "H", "H", "H", "H", "H"], "xyz": [[-1.7761, 0.0047, -0.3213], [-0.3592, 0.0096, -0.5978], [0.4554, -1.0512, 0.0109], [1.5476, -0.0150, 0.2987], [2.5365, 0.0045, -0.6722], [0.4702, 1.0460, 0.0309], [-2.2302, 0.9116, -0.7186], [-2.2556, -0.8536, -0.7629], [-1.9846, -0.0277, 0.7593], [0.7312, -1.8730, -0.6229], [0.0051, -1.4615, 0.9575], [2.0459, -0.0248, 1.2577], [0.7614, 1.8988, -0.6022], [0.0524, 1.4318, 0.9829]], "atomic_forces_ev_per_a": [[0.27, 0.42, 0.32], [-0.14, -0.13, -0.17], [-0.31, 0.15, 1.00], [-0.20, 0.19, -0.24], [0.03, -0.10, -0.06], [0.08, 0.28, 0.32], [-0.05, -0.02, -0.09], [-0.11, -0.30, -0.31], [0.01, 0.03, 0.12], [0.11, -0.38, -0.43], [0.34, 0.35, -0.57], [0.03, -0.01, 0.23], [-0.10, -0.34, 0.12], [0.04, -0.13, -0.25]], "nbo_charge": [-0.41, -0.41, -0.25, 0.19, -0.36, -0.25, 0.20, 0.20, 0.16, 0.21, 0.17, 0.17, 0.21, 0.17]}


{"formula": "C4H8FN", "method": "ωB97M-V/def2-TZVPD", "e_above_lowest_kj_mol": 439.8, "max_force_ev_per_a": 5.03, "e_lumo_ev": [1.0, 0.4], "energy_ha": -311.651894, "symbols": ["C", "C", "C", "C", "N", "F", "H", "H", "H", "H", "H", "H", "H", "H"], "xyz": [[-0.8797, 0.6885, 0.2643], [-2.3198, 0.3446, 0.1142], [1.8861, -0.5062, -0.6676], [1.0654, -1.2907, 0.2834], [-0.3472, 1.8050, 0.3822], [1.5526, -1.3921, 1.4866], [-2.4773, -0.5689, -0.2852], [-2.7106, 0.5815, 1.0814], [-2.8354, 1.0400, -0.4826], [2.7301, -0.1650, -0.1484], [2.0482, -0.9219, -1.5759], [1.3016, 0.4998, -0.9108], [0.2311, -1.9938, 0.0356], [0.7548, 1.8792, 0.4228]], "atomic_forces_ev_per_a": [[1.26, 0.35, -0.21], [1.41, 2.81, 1.48], [-3.36, 3.19, 1.95], [-2.15, 0.00, -2.25], [1.73, -0.25, -0.17], [0.53, -0.26, 1.79], [-0.57, -3.17, -0.60], [-0.65, -0.80, 0.89], [-0.36, 1.21, -1.21], [1.61, 0.16, 0.40], [0.85, -1.58, -2.68], [1.19, -1.81, 0.30], [1.15, 0.62, 0.27], [-2.64, -0.48, 0.05]], "nbo_charge": [0.31, -0.72, -0.71, 0.25, -0.69, -0.33, 0.22, 0.24, 0.23, 0.23, 0.22, 0.22, 0.16, 0.37]}


{"formula": "C4H8FN", "method": "ωB97M-V/def2-TZVPD", "e_above_lowest_kj_mol": 178.6, "multiplicity": 3, "max_force_ev_per_a": 4.97, "e_lumo_ev": [0.9, -2.6], "energy_ha": -311.586545, "symbols": ["C", "C", "C", "C", "N", "F", "H", "H", "H", "H", "H", "H", "H", "H"], "xyz": [[0.0787, -0.5708, 0.4871], [-0.4111, 0.3046, -0.6390], [1.3508, -1.4136, 0.3286], [-1.2084, 0.2373, -1.7999], [0.1303, 0.8981, 0.3425], [0.0883, 2.8355, 3.1207], [-0.5613, -0.8511, 1.2219], [0.1657, 2.4282, 2.2146], [1.0054, -2.0889, -0.4179], [1.6563, -1.8518, 1.3352], [2.0897, -0.8209, 0.0259], [-0.6867, -0.2195, -2.6256], [-1.4679, 1.3047, -1.9691], [-2.2297, -0.1917, -1.6249]], "atomic_forces_ev_per_a": [[3.82, 0.44, 0.79], [0.03, 0.07, -2.59], [-3.88, -1.01, 2.93], [-2.27, 0.72, -0.10], [0.87, 0.82, 2.27], [0.27, -1.23, -2.79], [-2.20, -1.17, 1.96], [-0.32, 1.05, 2.63], [0.57, -1.38, -0.49], [-0.64, 0.07, -1.44], [3.02, 2.33, -1.64], [-0.24, -0.07, -0.66], [0.38, -0.43, -0.51], [0.60, -0.22, -0.35]], "nbo_charge": [0.10, 0.07, -0.64, -0.66, -0.39, -0.58, 0.17, 0.58, 0.23, 0.22, 0.22, 0.22, 0.26, 0.21]}


{"formula": "C4H8FN2", "method": "ωB97M-V/def2-TZVPD", "smiles": "C/C=C(\\F)C(N)=[NH2+]", "e_above_lowest_kj_mol": 122.1, "charge": 1, "max_force_ev_per_a": 4.65, "e_lumo_ev": -4.1, "energy_ha": -366.301051, "symbols": ["C", "C", "C", "F", "C", "N", "N", "H", "H", "H", "H", "H", "H", "H", "H"], "xyz": [[1.5003, 1.8454, -0.7091], [0.8132, 0.5168, -0.5698], [0.0796, 0.3449, 0.5127], [-0.0486, 1.2085, 1.5416], [-1.1510, -0.8357, 0.5674], [-1.5714, -1.5823, -0.4292], [-1.5616, -0.9640, 1.8167], [0.5727, 2.5855, -0.7824], [2.0063, 2.1940, 0.2270], [2.2122, 1.8786, -1.5122], [0.8893, -0.1738, -1.3357], [-1.3404, -1.4064, -1.3492], [-2.3192, -2.3381, -0.3477], [-1.5372, -0.0896, 2.4023], [-2.2436, -1.6859, 2.0504]], "atomic_forces_ev_per_a": [[-1.60, 1.50, 1.34], [0.42, 2.37, 2.02], [-3.60, -2.81, -0.88], [0.06, -0.71, -0.81], [2.73, 2.30, 1.26], [-1.62, -1.59, 2.04], [-0.87, 0.70, 0.19], [2.23, -1.09, -0.46], [-0.34, -0.55, -0.72], [-0.07, 0.25, -0.47], [-0.20, -1.42, -1.28], [1.00, 0.60, -2.05], [1.43, 1.55, 0.31], [0.34, -1.59, -0.58], [0.09, 0.50, 0.08]], "nbo_charge": [-0.66, -0.19, 0.35, -0.31, 0.53, -0.72, -0.73, 0.25, 0.26, 0.25, 0.23, 0.43, 0.44, 0.46, 0.42]}


{"formula": "C4H8FN2", "method": "ωB97M-V/def2-TZVPD", "e_above_lowest_kj_mol": 0.0, "charge": 1, "multiplicity": 3, "max_force_ev_per_a": 13.13, "e_lumo_ev": [-3.0, -7.8], "energy_ha": -366.160448, "symbols": ["C", "C", "C", "C", "N", "N", "F", "H", "H", "H", "H", "H", "H", "H", "H"], "xyz": [[0.8489, 2.8378, 0.5285], [-0.0336, 1.9498, 0.0818], [-0.0505, 0.3775, 0.0382], [-1.1494, -1.7162, -0.4929], [-1.1310, -0.3050, -0.3472], [1.0867, -0.1944, 0.4500], [-1.2687, 2.3325, -0.2459], [0.4411, 3.7707, 0.4288], [1.7860, 2.5070, 0.7850], [-0.2106, -2.0500, -0.5665], [-1.4792, -2.1115, 0.4179], [-1.7288, -1.9742, -1.2726], [-1.8543, 0.2621, -0.7878], [1.8500, 0.4326, 0.5493], [1.1496, -1.1386, 0.1508]], "atomic_forces_ev_per_a": [[2.71, 2.85, 1.53], [-7.03, -10.63, -3.18], [0.33, 4.64, 0.46], [-0.83, 1.72, 2.43], [0.35, 2.62, -0.45], [-1.48, 0.08, -0.25], [0.76, 0.86, 0.20], [0.13, 2.81, 0.25], [2.13, 0.16, 0.73], [3.54, -1.57, -1.00], [-1.03, -1.00, 1.26], [-1.89, -1.11, -2.63], [0.16, -0.36, 0.37], [0.94, -0.35, 0.08], [1.19, -0.73, 0.19]], "nbo_charge": [-0.29, 0.46, 0.38, -0.39, -0.51, -0.74, -0.26, 0.23, 0.21, 0.18, 0.22, 0.24, 0.44, 0.42, 0.41]}


{"formula": "C4H8FN2O", "method": "ωB97M-V/def2-TZVPD", "e_above_lowest_kj_mol": 111.9, "charge": 1, "max_force_ev_per_a": 7.06, "e_lumo_ev": -4.0, "energy_ha": -441.473044, "symbols": ["C", "C", "C", "C", "N", "N", "O", "F", "H", "H", "H", "H", "H", "H", "H", "H"], "xyz": [[-0.6910, 0.3619, -0.3223], [0.3264, 0.9875, 0.5947], [1.2814, -0.2043, 0.3942], [-0.2198, -1.6403, -1.9162], [-0.0441, -0.6531, -0.9321], [-0.3686, 1.2758, 1.8251], [-1.8412, 0.7309, -0.3098], [2.4623, -0.0182, -0.1137], [0.7731, 1.9328, 0.0982], [1.3947, -1.1074, 0.9308], [-0.2215, -2.7417, -1.6218], [-1.2272, -1.4381, -2.1828], [0.4929, -1.4119, -2.7621], [-0.4230, 2.2379, 2.2241], [-0.3354, 0.6497, 2.6225], [-1.3588, 1.0383, 1.4712]], "atomic_forces_ev_per_a": [[-0.81, -1.43, -1.76], [2.89, 0.38, -2.11], [-1.96, -1.11, -2.84], [0.36, -0.88, -1.24], [3.89, 2.72, 5.23], [-2.82, 0.39, 1.30], [-0.83, 0.10, 0.23], [0.78, 1.23, -0.63], [-0.69, -1.50, 1.05], [-0.99, -0.68, 1.42], [0.48, 1.60, 0.14], [-1.08, -0.14, -1.17], [-0.92, -0.64, 0.76], [0.53, -0.59, -0.76], [1.00, -0.45, 0.17], [0.15, 1.00, 0.19]], "nbo_charge": [0.62, -0.24, 0.43, -0.44, -0.41, -0.71, -0.59, -0.27, 0.29, 0.21, 0.24, 0.24, 0.23, 0.47, 0.45, 0.48]}